{
  "formula": "C24H54AsF6N6O24",
  "method": "wB97M-V/def2-TZVPD",
  "species": ["O", "C", "O", "H", "H", "H", "F", "C", "H", "C", "H", "C", "H", "N", "C", "H", "O", "H", "C", "H", "O", "H", "H", "As", "O", "H", "C", "H", "H", "O", "H", "H", "O", "O", "C", "H", "H", "H", "F", "H", "H", "C", "H", "H", "H", "H", "F", "C", "C", "H", "C", "O", "O", "O", "H", "C", "C", "O", "C", "O", "O", "O", "C", "H", "H", "N", "C", "H", "O", "N", "H", "C", "H", "O", "H", "O", "O", "H", "N", "C", "H", "C", "F", "H", "H", "H", "O", "H", "H", "H", "N", "H", "H", "C", "H", "H", "H", "O", "H", "H", "C", "H", "H", "N", "C", "O", "C", "O", "F", "F", "H", "O", "H", "H", "H"],
  "positions_angstrom": [[3.51453, 2.14287, 4.58423], [2.13179, -5.32619, -0.05146], [8.26987, -5.61750, -2.16612], [3.70386, 4.30463, -1.61852], [-0.94487, -0.63256, -3.04385], [-3.88542, 1.41326, -6.76774], [-5.20030, 0.44299, -3.78839], [-2.62234, -1.48724, 1.23352], [-2.92428, -0.98467, 2.14780], [1.58810, 2.59578, -2.38431], [-4.67136, 0.71748, 3.66539], [-0.86571, 0.73170, 0.16158], [-4.66382, -4.64934, -1.39128], [1.44778, 0.19330, 0.35527], [-1.52766, -0.05756, -4.98146], [0.88761, 4.29339, -3.15796], [0.88091, -2.14874, 2.87572], [1.43137, -8.44414, 0.43789], [-0.12205, 3.77988, 3.10073], [-2.76213, -0.95008, 0.30527], [2.22909, 0.42064, 4.39094], [-2.98019, -2.89836, -0.88715], [-1.40595, 0.43511, 4.53446], [-5.10122, -0.25135, -2.13544], [-3.77650, 2.22728, 5.81814], [-3.12119, 4.19045, -4.55819], [4.41389, 3.62249, -1.19037], [2.90123, -0.81098, -0.70811], [1.45290, 0.07131, 3.85634], [-0.64230, 2.83739, 2.32526], [2.90314, -7.59142, 0.22851], [-3.89174, -0.29035, -6.24225], [-0.10051, -0.28404, 3.65001], [5.68358, -1.27635, -3.59535], [-0.23276, -1.53956, 3.40894], [3.42726, -0.36004, 0.83214], [0.34983, 0.05931, -3.95714], [4.80892, 5.37547, 2.48665], [-6.56057, 0.51259, -1.66676], [-1.19142, 0.36112, 1.14971], [0.61221, -3.08674, 2.84865], [-1.58849, 4.88753, -3.44902], [-0.45952, 1.71264, 0.40300], [-2.55343, 0.27076, -7.33771], [-2.00517, 0.42233, 7.07868], [0.96799, -4.25263, -1.62733], [-6.00670, -1.67907, -2.63436], [4.48707, 3.58315, 0.30932], [2.55679, -0.74304, 0.33403], [0.78846, -6.35924, -1.38938], [-4.30076, -4.50306, -0.40399], [-1.27896, -2.18117, 3.54835], [0.52226, 4.67396, 2.72483], [-1.91882, 4.06218, -2.44435], [1.33199, 0.77153, 1.17252], [1.96762, -7.79369, -0.27595], [-3.11907, 1.65990, 4.99490], [2.42852, 1.79624, 2.64185], [0.31625, -0.23656, -0.25910], [5.63455, 1.04496, -4.05414], [-0.17028, 3.57990, 4.42002], [-0.53812, 5.42070, -3.45023], [-0.70082, 0.16014, -3.72405], [-1.70113, 0.74382, -0.56493], [-3.93387, 2.17065, 3.01373], [3.64505, 4.29884, 1.08416], [-1.28994, 1.02403, 6.47940], [-0.38426, 0.49522, 6.24920], [5.40379, 2.88760, 0.75452], [1.43944, -6.50106, -0.59966], [2.42527, -3.45104, -1.05611], [5.84321, -0.05370, -3.83619], [3.04964, 5.02386, 2.95880], [1.31015, 3.06335, -1.22100], [2.96806, 4.88928, 0.65220], [1.85396, 1.48082, -2.67970], [-1.16207, -1.03162, -5.66363], [8.69790, -6.44645, -2.33933], [-1.80640, 1.17883, 5.18079], [-3.69106, 1.26192, 3.57287], [1.07216, -3.38574, -0.00088], [1.56336, -4.05390, -0.73373], [-4.96685, -0.99475, -0.47674], [-1.55380, -1.70673, 1.36881], [-4.40980, -2.42879, -0.35931], [-0.61912, 1.95843, 2.73288], [-2.43582, 4.92012, -4.48770], [2.13771, -8.38435, -1.17237], [5.37190, 4.11795, -1.44430], [1.59737, 2.24238, -0.62963], [-3.71099, -3.13950, -0.19823], [-5.13295, -4.68488, 0.24259], [4.47355, 2.62365, -1.61354], [4.01264, 4.64541, 2.60322], [-2.60975, 1.63763, -4.76932], [3.09782, 2.45802, 2.37477], [-1.11364, 1.96465, 7.03354], [0.32338, -1.19815, -1.00658], [-2.89668, 0.84161, 2.96823], [2.34839, -1.74086, 0.73174], [2.75179, 1.53865, 3.92508], [-2.85851, 3.80924, -2.44974], [-0.83818, 2.68988, 4.47483], [-2.37331, 0.91269, -5.39299], [-3.25638, 0.55058, -6.57342], [1.57534, 3.56133, -3.29999], [-3.31783, -2.75374, 1.18359], [2.97017, -5.41261, 0.81770], [-3.50439, -1.16557, -2.52849], [-4.09380, 1.05522, -1.51525], [-0.80533, 1.18336, -3.31679], [-3.47298, -3.54490, 2.04158], [7.44794, -5.94400, -2.25608], [4.35233, 3.74474, 3.15310], [-3.59846, -5.29009, -0.09489]],
  "atomic_forces_ev_per_a": [[1.6767, 2.0861, 0.7808], [-2.3653, -1.2791, -1.6811], [3.8891, 1.2698, 0.3437], [-0.8738, -0.2026, -0.2418], [-0.1831, -0.0425, 0.6678], [0.0865, 0.0061, -0.4402], [0.3906, -0.6669, 1.8297], [0.3663, 0.5040, -0.1713], [-0.0081, 0.2607, -0.2201], [-0.1323, 1.3418, -2.6465], [1.3448, 0.0935, -0.0569], [0.5197, -1.2925, -0.2737], [0.1438, 0.2438, -1.0055], [0.5174, -0.6645, 0.2319], [3.1862, -0.7557, -0.1473], [1.2820, -1.1512, 0.2166], [-0.6246, -0.3357, 0.3384], [-0.4709, 0.5795, -0.2646], [1.1975, -1.2923, 2.5782], [-0.1053, 0.3992, 0.2023], [-0.6301, -0.0655, -0.4185], [-0.1329, -0.1504, 0.2320], [-0.7644, 1.0268, 0.4218], [1.5218, -0.8599, -1.2878], [-0.0423, 0.4773, 0.7341], [1.3325, 1.2532, 0.5689], [1.0347, 1.2060, -0.0749], [-0.3196, -0.3463, 0.1621], [0.0644, 0.2486, 0.3285], [-0.7470, -0.5466, -0.9280], [0.4491, -0.1529, -0.0777], [0.2806, 0.2806, -0.5097], [0.3405, -0.7241, -0.6798], [2.0007, 6.3305, -1.2688], [-0.9741, 0.7776, 0.0429], [0.1317, 0.4740, 0.6711], [0.1068, -0.1235, -0.2928], [-0.0772, 0.1214, 0.5772], [0.3325, 0.1006, 0.0178], [-0.0929, 0.1256, -0.5295], [0.3571, 0.3301, -0.0860], [-0.9293, -2.1692, 0.0418], [-0.1546, 0.0601, -0.6507], [-0.2573, -0.0735, -0.6197], [0.6157, 0.1292, -0.0356], [-0.1361, -0.0137, 0.4004], [0.7632, 0.7372, 0.2830], [1.1692, -0.9664, -0.0243], [0.9066, 0.0664, -0.9854], [0.9049, -0.1773, 0.9806], [0.9769, -0.4742, 1.1662], [0.9035, -0.1775, 0.2002], [1.1822, 3.0154, -2.4378], [-0.7257, -0.0330, 0.2519], [0.1327, -0.0299, 0.2168], [0.2233, -0.6092, 0.2093], [0.5342, -2.1237, -2.1598], [0.3636, 0.5721, -0.1802], [-0.7475, 1.5616, 0.3128], [1.0104, 1.6048, -0.3233], [-3.5084, -4.1010, -0.0624], [1.1214, 1.2712, -0.2534], [-0.6701, 1.1260, -0.4365], [0.5487, 0.1023, 0.4613], [-0.1295, 0.2013, 0.3163], [0.9384, -0.2124, 2.3497], [-0.2352, -0.0133, 1.6104], [0.7540, -0.2846, 0.9554], [-0.6540, 0.3945, 0.6632], [0.5911, 1.9981, 0.7425], [-0.1789, -0.1897, -0.0052], [-3.0479, -7.9274, 1.6191], [0.5179, 0.0809, 0.3781], [0.5996, -2.1176, 4.3295], [-0.3921, 0.2234, -0.1715], [0.7922, -1.7693, 0.1253], [-1.7830, 0.9393, 0.1483], [1.4117, -0.4313, -0.0560], [-1.6275, 0.7802, -2.3441], [-0.2437, 1.2728, 0.9036], [-0.0925, -0.5959, -0.4691], [1.4171, 0.2051, 0.9284], [-0.5796, 0.7521, -0.7250], [-0.3739, -0.1434, -0.1808], [-0.9604, 0.7786, -0.8181], [-0.0321, -0.0495, 0.1847], [-1.2343, -0.4511, -0.6548], [0.1507, -0.0568, -0.1222], [-0.1924, -0.4173, 0.0152], [-1.1519, 2.0468, -0.8564], [-0.0754, -1.5452, -0.9024], [-0.5377, 0.5607, 0.5961], [-0.4042, 0.0594, -0.0358], [-0.7915, -0.8511, -2.9258], [-0.4002, 0.4226, 0.6660], [-0.5532, -0.0081, -0.3772], [0.0630, -0.3646, -0.4658], [-0.8961, 0.1695, 0.3118], [-0.2058, -0.7724, 0.0389], [-0.2663, 0.3459, -0.0528], [-0.8239, -2.7144, 0.1916], [0.3768, 0.0044, 0.0706], [2.0397, 2.7014, 1.1178], [-0.7657, -1.6674, -1.8589], [0.5227, 0.3202, 2.5186], [-1.2522, 1.5556, -1.0726], [1.3386, -1.2511, 0.4445], [-0.5465, 0.2023, -0.7006], [-2.1488, 1.0556, 0.5266], [-0.7089, -0.5696, -0.6300], [-0.2642, -0.5626, 0.2528], [-0.8001, -0.6172, 0.5884], [-5.2918, -0.8330, -0.2843], [-0.2466, 0.6689, -0.4524], [0.1384, 0.4946, -0.4299]],
  "mulliken_charge": [-0.5895, 0.5308, -0.5824, 0.3862, -0.0907, 0.3367, -0.4706, 1.5217, -0.1175, 0.5897, 0.3079, 0.4664, 0.3483, 1.1492, 0.2887, 0.4155, -0.4271, 0.2641, 0.5628, -0.1031, -0.5455, 0.3643, 0.1708, 1.9589, -0.6447, 0.3265, -1.1968, 0.3754, 0.3067, -0.1332, 0.2981, 0.2683, -0.5957, -0.4656, 0.6042, 0.3806, 0.4249, 0.3605, -0.4430, -0.9705, 0.3534, 0.7957, 0.5914, 0.3068, 0.3225, 0.3065, -0.5072, 1.0475, -1.2064, 0.2675, -0.8473, -0.7288, -0.5325, -0.2698, -0.3547, -0.8931, 0.6422, 0.1491, 0.7960, -0.2876, -0.5393, -0.6290, 0.2582, -0.2320, 0.3348, -0.2469, -1.0798, 0.3731, -0.6830, -0.1657, 0.1139, 0.7628, 0.2999, -0.2876, 0.2366, -0.5766, -0.7166, 0.3040, 0.1754, -0.1892, -0.4357, 0.0342, -0.6627, -0.6295, 0.2809, -0.0031, -0.4960, 0.3096, 0.4221, 0.1941, 0.1380, 0.3726, 0.1669, -0.9905, 0.1784, -0.3425, 0.2680, -0.5705, -0.3690, 0.1106, 0.5806, 0.2390, 0.2886, -0.0839, -0.9134, -0.5557, -0.2877, -0.6174, -0.5071, -0.4725, -0.3111, -0.4959, 0.2787, 0.4322, 0.3545],
  "charge": -1,
  "e_tot_ev": -160997.520,
  "homo_ev": -7.2882,
  "fmax_ev_per_a": 8.65,
  "e_above_lowest_ev": 0.000
}